(1)
A 3-piece molecular cluster, C26H46N2P overall at a distorted geometry. Source: OMol25; level of theory: ωB97M-V/def2-TZVPD.

Geometry as XYZ:
```
75
Properties=species:S:1:pos:R:3
N 3.3210 -2.5125 2.8507
P 4.0151 -2.1938 1.4419
C 2.7451 -2.5883 0.1155
C 3.0137 -2.7566 -1.3325
C 1.8681 -3.0506 -2.2100
N 0.5846 -3.1494 -1.7060
C 0.2615 -3.0117 -0.3584
C -1.2033 -3.1773 0.1518
C -1.9647 -1.8172 0.4572
C -1.0606 -0.6584 1.0327
C -0.4365 0.2714 -0.0878
C 0.1993 1.5353 0.3477
C 0.7577 2.4565 -0.6694
C 0.7123 2.1444 -2.1148
C 0.0902 0.8793 -2.5464
C -0.4811 -0.0286 -1.5222
C 1.3585 -2.7434 0.5750
H 3.2823 -1.6432 3.3951
H 4.2855 -0.7839 1.4285
H 5.1909 -2.9892 1.3525
H 4.0613 -2.6775 -1.7047
H 2.0582 -3.2024 -3.3064
H -0.1777 -3.3346 -2.3691
H -1.1816 -3.9039 1.0034
H -1.7750 -3.6835 -0.6879
H -2.7228 -2.0563 1.2633
H -2.5301 -1.4426 -0.4356
H -0.2891 -0.9999 1.7735
H -1.7534 0.0269 1.6117
H 0.2813 1.8361 1.4279
H 1.2593 3.4032 -0.3453
H 1.1391 2.8434 -2.8817
H 0.0380 0.5987 -3.6237
H -0.9527 -0.9734 -1.8982
H 1.1090 -2.6295 1.6559
C -8.0464 -5.3380 -0.5302
C -7.0671 -4.3938 -1.2171
C -5.8464 -4.0591 -0.3593
C -6.1489 -3.3270 0.9505
C -6.9006 -2.0039 0.8010
C -6.1276 -0.9581 0.0080
H -8.4670 -4.8955 0.3750
H -8.8772 -5.5714 -1.1993
H -7.5576 -6.2774 -0.2603
H -7.5873 -3.4793 -1.5158
H -6.7211 -4.8655 -2.1423
H -5.1500 -3.4616 -0.9594
H -5.3155 -4.9882 -0.1210
H -5.2000 -3.1395 1.4675
H -6.7229 -3.9838 1.6111
H -7.0997 -1.6054 1.8005
H -7.8773 -2.1683 0.3377
H -5.1632 -0.7474 0.4795
H -6.6920 -0.0242 -0.0350
H -5.9469 -1.2821 -1.0194
C 7.3544 6.8253 -0.2276
C 6.0731 6.2137 -0.7818
C 4.8689 6.3876 0.1446
C 4.9940 5.7118 1.5120
C 5.2493 4.2051 1.4745
C 4.1216 3.4181 0.8186
H 7.6608 6.3460 0.7045
H 8.1703 6.7049 -0.9437
H 7.2262 7.8940 -0.0402
H 6.2375 5.1543 -1.0017
H 5.8453 6.6934 -1.7388
H 3.9762 6.0129 -0.3677
H 4.6955 7.4573 0.3030
H 4.0737 5.9018 2.0754
H 5.7962 6.1892 2.0828
H 5.3688 3.8495 2.5029
H 6.1928 3.9892 0.9650
H 3.1750 3.5862 1.3396
H 4.3392 2.3470 0.8531
H 3.9924 3.6945 -0.2302
```

Summary:
Strongest force on any atom   0.0709 hartree/bohr
Energy relative to the best compared isomer or geometry (same formula, charge and spin)   0.0000 eV
LUMO   -4.70 eV
Charge   +1

---

(2)
C26H47F12N8O2P2 as an isolated structure at a distorted geometry. Source: OMol25; level of theory: ωB97M-V/def2-TZVPD.

Geometry as XYZ:
```
97
Properties=species:S:1:pos:R:3
C -20.0186 -10.1365 10.8248
C -19.0765 -9.4921 9.8219
N -19.3881 -9.7842 8.4170
C -20.6360 -9.7628 7.8566
C -20.4982 -10.0856 6.5548
N -19.1485 -10.2691 6.3278
C -18.5111 -10.1031 7.4763
C -18.5374 -10.6677 5.0621
H -20.0123 -11.2224 10.7009
H -21.0328 -9.7535 10.7487
H -19.6253 -9.9266 11.8180
H -18.0143 -9.6436 9.9886
H -19.2660 -8.4186 9.9243
H -21.5483 -9.5668 8.3966
H -21.2012 -10.2069 5.7504
H -17.4771 -10.3445 7.6557
H -17.5797 -11.1232 5.2878
H -18.4041 -9.7546 4.4845
H -19.1988 -11.3269 4.5110
C -28.8744 -9.9583 8.2926
C -28.9614 -8.8969 9.3853
N -30.0107 -9.1344 10.3827
C -30.2600 -8.2170 11.3860
C -31.3298 -8.6547 12.0717
N -31.6208 -9.9159 11.5786
C -30.8903 -10.1115 10.4898
C -32.5025 -10.8569 12.2412
H -29.6521 -9.8393 7.5372
H -28.9690 -10.9618 8.7132
H -27.8915 -9.8698 7.8369
H -29.1356 -7.8887 9.0136
H -27.9714 -8.8915 9.8471
H -29.7007 -7.2906 11.4196
H -31.8912 -8.2227 12.8798
H -31.0630 -10.9523 9.8402
H -32.2302 -11.8737 11.9579
H -33.5366 -10.6750 11.9499
H -32.4463 -10.8623 13.3266
C -28.3231 -12.1966 11.7141
C -27.1872 -11.2165 11.9832
N -26.4839 -11.5855 13.2174
C -26.9249 -11.7301 14.5022
C -25.9064 -12.2230 15.2361
N -24.8932 -12.4725 14.3272
C -25.2333 -12.0375 13.1389
C -23.6421 -13.1272 14.6898
H -29.1085 -12.2313 12.4697
H -27.8953 -13.1932 11.5656
H -28.7751 -11.8766 10.7746
H -27.6081 -10.2225 12.1533
H -26.4729 -11.2112 11.1746
H -27.9579 -11.4654 14.6545
H -25.7400 -12.4655 16.2680
H -24.6130 -12.1405 12.2577
H -22.9390 -13.0576 13.8632
H -23.8393 -14.1948 14.7916
H -23.2242 -12.7168 15.6022
C -25.0094 -10.6068 5.4936
C -24.7747 -12.0779 5.1632
N -23.6220 -12.5625 5.9547
C -22.5112 -13.2788 5.5286
C -21.7243 -13.3903 6.6317
N -22.3352 -12.7496 7.6790
C -23.4279 -12.1714 7.1988
C -21.9066 -12.4839 9.0482
H -24.0281 -10.1424 5.5856
H -25.6012 -10.5055 6.3973
H -25.4911 -10.0587 4.6829
H -24.5811 -12.2713 4.1121
H -25.6438 -12.6457 5.4943
H -22.3649 -13.5550 4.5019
H -20.7926 -13.9132 6.7705
H -24.1210 -11.5754 7.7714
H -22.3754 -13.1953 9.7315
H -22.2187 -11.4816 9.3148
H -20.8326 -12.6234 9.1750
C -26.6659 -12.7130 9.2967
C -26.0021 -13.0258 10.6384
O -24.7482 -12.7926 10.7097
O -26.6705 -13.4416 11.6046
H -26.8993 -11.6680 9.1581
H -27.5770 -13.3240 9.2664
H -26.0788 -13.1214 8.4721
P -26.9833 -5.0830 9.8604
F -25.5661 -4.4409 9.4563
F -27.1808 -3.8701 10.9060
F -27.8668 -4.3267 8.7530
F -28.3598 -5.7861 10.4581
F -26.7927 -6.2805 8.7665
F -26.1918 -6.0045 10.9526
P -24.3344 -9.6114 9.4006
F -25.4103 -8.7278 8.6298
F -23.3582 -8.3555 9.7146
F -25.0545 -9.2737 10.7822
F -23.1816 -10.5925 10.0397
F -25.1721 -10.9478 9.1053
F -23.5350 -9.6931 7.9494
```

Summary:
Strongest force on any atom   0.1603 hartree/bohr
Energy relative to the best compared isomer or geometry (same formula, charge and spin)   0.4663 eV
LUMO   -2.41 eV
Charge   +1

---

(3)
A 4-piece molecular cluster, C26H47FN6O12P overall at a distorted geometry. Source: OMol25; level of theory: ωB97M-V/def2-TZVPD.

Geometry as XYZ:
```
93
Properties=species:S:1:pos:R:3
C 1.1490 -4.4670 3.2588
C 1.6464 -4.3399 1.8072
C 1.6189 -2.9373 1.2163
O 0.4506 -2.8498 0.3432
N 0.2275 -1.6016 -0.1205
C -0.7824 -0.7014 0.0563
N -1.8956 -0.8391 0.7755
C -2.8496 0.2868 0.7222
C -3.6248 0.3608 -0.5876
C -4.5532 -0.8457 -0.8010
N -4.1445 -1.6025 -1.9882
C -2.2482 -2.0189 1.5331
F -2.2586 -3.1323 0.7248
C -1.4149 -2.2048 2.7875
C -1.9694 -1.2723 3.8994
N -0.5239 0.4012 -0.6595
C 0.6208 0.2109 -1.2957
C 1.1803 1.2787 -2.1545
C 1.6956 2.4390 -1.2740
C 2.5387 1.9698 -0.0946
N 1.9378 1.8919 1.2058
O 3.7079 1.6897 -0.2824
N 1.1079 -1.0244 -1.0157
P 2.5565 -1.7109 -1.6956
O 3.7560 -1.5548 -0.8760
H 1.0637 -3.4920 3.7268
H 1.8066 -5.1032 3.8351
H 0.1559 -4.9036 3.2574
H 1.1348 -5.0237 1.1379
H 2.6896 -4.6425 1.7933
H 2.5370 -2.8038 0.6496
H 1.6129 -2.1616 1.9782
H -3.5824 0.1769 1.5137
H -2.3354 1.2188 0.9256
H -4.1721 1.2955 -0.5743
H -2.9332 0.3501 -1.4250
H -5.5566 -0.4754 -0.9779
H -4.5436 -1.4823 0.0852
H -3.1839 -1.9130 -1.8899
H -4.6801 -2.4612 -2.0295
H -3.2692 -1.8677 1.8633
H -0.3906 -1.8954 2.6270
H -1.5106 -3.2186 3.1495
H -2.4862 -1.8286 4.6727
H -1.1588 -0.7418 4.3884
H -2.6326 -0.5079 3.5087
H 1.9334 0.9436 -2.8546
H 0.3325 1.6827 -2.6967
H 2.3058 3.1185 -1.8483
H 0.8590 2.9860 -0.8556
H 1.8065 0.9175 1.4536
H 2.5927 2.2560 1.8879
H 2.2057 -3.0585 -1.8598
H 2.7621 -1.1880 -2.9776
C -3.5878 6.2539 -1.4607
C -4.1304 4.8544 -1.3191
C -5.2888 4.5108 -2.2250
O -5.9525 3.4793 -1.4763
C -5.6968 3.7071 -0.1645
O -6.2352 3.1489 0.7332
O -4.7318 4.6496 -0.0239
H -2.9440 6.5003 -0.6174
H -3.0109 6.3484 -2.3799
H -4.3954 6.9865 -1.4779
H -3.3224 4.1230 -1.4251
H -4.9851 4.1413 -3.2011
H -5.9841 5.3429 -2.3510
C 3.3197 -5.9058 -1.2838
C 2.6729 -7.2250 -0.9481
C 1.4603 -7.5894 -1.7715
O 0.7386 -8.4416 -0.8733
C 1.0536 -8.0604 0.3903
O 0.4939 -8.4181 1.3687
O 2.1029 -7.1912 0.3723
H 4.0050 -5.6032 -0.4921
H 3.8738 -5.9697 -2.2196
H 2.5632 -5.1234 -1.3751
H 3.4139 -8.0282 -0.9712
H 1.6998 -8.1138 -2.6930
H 0.8311 -6.7240 -1.9979
C 4.9336 7.8066 0.4860
C 3.7427 6.8827 0.4880
C 4.0663 5.4086 0.4620
O 2.8836 4.8580 -0.1523
C 2.3701 5.8283 -0.9574
O 1.5079 5.6389 -1.7530
O 2.9729 7.0089 -0.7281
H 4.6249 8.8235 0.2485
H 5.4169 7.8066 1.4621
H 5.6636 7.5044 -0.2658
H 3.0783 7.1228 1.3224
H 4.2208 4.9809 1.4495
H 4.9216 5.1721 -0.1734
```

Summary:
Strongest force on any atom   0.0365 hartree/bohr
LUMO   -3.06 eV
Charge   +1

---

E list, top to bottom, in eV: -39967.825; -94928.852; -73233.926